Record 1
ORCA calculation (ωB97M-V/def2-TZVPD) on a structure of composition C20H36F6NO32S9.

Its charge is -1. The calculation puts the orbital gap at 7.52 eV.

XYZ file:
```
104
Properties=species:S:1:pos:R:3:forces:R:3:mulliken_charge:R:1
O 2.899268 2.013745 -0.525622 -1.03 -0.18 -0.26 -0.78
S 2.034960 0.841970 -0.705179 1.32 0.22 0.59 1.16
O 2.269078 -0.154612 0.339151 -2.39 -0.84 -5.03 -0.29
C 0.307420 1.440516 -0.440770 0.13 0.26 -0.89 -0.94
C -0.742344 0.696431 -1.331024 -0.35 0.74 0.53 -0.04
C -1.810273 -0.110888 -0.549193 0.80 -0.69 -1.95 1.01
F -1.968690 -1.326011 -1.188116 -0.20 0.80 0.74 -0.27
F -3.045888 0.493515 -0.639313 0.96 -0.57 0.78 -0.38
F -1.472424 -0.421990 0.726246 -0.77 0.57 -0.66 -0.30
N 2.164029 0.356403 -2.275220 -0.36 -1.44 1.74 -0.55
S 2.864954 -1.113380 -2.482705 2.65 0.81 -2.49 1.08
O 3.443615 -1.091160 -3.833336 -1.62 0.03 0.21 -0.78
O 3.956018 -1.445863 -1.576128 -1.49 -0.30 0.98 -0.60
C 1.623176 -2.474935 -2.585878 0.48 -0.38 0.94 -0.66
C 1.044032 -2.899819 -1.188944 -1.00 -0.43 -0.58 0.11
C 1.575952 -4.299550 -0.763279 -0.92 2.09 -0.75 0.52
F 1.108858 -5.232611 -1.653400 0.53 0.09 0.83 -0.30
F 2.927419 -4.346007 -0.783474 -0.88 -0.57 0.50 -0.13
F 1.080900 -4.604945 0.470432 0.85 -0.38 -0.71 -0.27
H 0.104850 1.402446 0.652641 0.30 -0.27 -0.78 0.56
H 0.324559 2.517585 -0.713479 0.09 -0.96 0.07 0.21
H -1.273791 1.485618 -1.922153 0.22 -0.82 0.51 0.42
H -0.301113 0.014069 -2.088131 0.05 0.50 0.84 -0.41
H 2.191621 -3.354001 -2.984007 -0.27 1.01 0.08 0.47
H 0.858947 -2.190748 -3.339861 0.47 0.05 0.68 0.08
H -0.059982 -3.045316 -1.329931 0.91 0.03 0.35 0.00
H 1.150740 -2.146996 -0.376795 0.38 -0.53 -0.56 0.06
C 6.385474 -3.865288 -1.584703 -0.70 0.21 0.29 0.02
C 6.983719 -4.450212 -0.324423 0.35 0.54 0.07 -0.25
O 7.207547 -5.832348 -0.631510 -0.19 -0.23 -0.58 -0.35
S 7.564015 -5.972783 -2.197940 -0.43 0.92 0.36 1.09
O 8.978529 -6.040098 -2.332533 -0.08 -0.25 -0.23 -0.55
O 6.699106 -6.944675 -2.766899 0.32 -0.24 0.03 -0.55
O 7.083412 -4.511264 -2.662417 0.59 -0.62 0.32 -0.32
H 5.325458 -4.108728 -1.669155 0.03 0.13 0.01 0.04
H 6.511842 -2.786281 -1.639997 0.00 -0.09 -0.22 0.30
H 6.323535 -4.347506 0.534094 -0.04 -0.24 -0.08 0.25
H 7.950998 -3.994521 -0.095491 -0.04 0.02 0.01 0.34
C 1.619789 5.262703 1.664002 0.61 -0.38 -0.38 -0.21
C 1.512591 6.489070 0.781455 0.09 0.37 0.48 -0.42
O 0.409683 6.218259 -0.085817 -0.26 -0.53 0.08 -0.36
S -0.674971 5.318454 0.698548 0.92 0.28 0.48 1.07
O -1.690559 6.181447 1.205190 -0.13 -0.36 -0.18 -0.56
O -0.958259 4.177035 -0.088244 -0.58 0.27 -0.13 -0.43
O 0.266255 4.875030 1.925434 -0.48 0.54 -0.29 -0.23
H 2.116427 4.439178 1.142538 0.02 0.02 0.00 0.19
H 2.143722 5.468805 2.595545 -0.27 -0.04 0.09 0.29
H 2.418684 6.668535 0.206738 -0.18 -0.12 -0.21 0.34
H 1.271385 7.380498 1.367649 0.05 -0.01 0.00 0.29
C -1.745746 -6.306271 2.579000 0.57 0.05 0.23 -0.26
C -2.470241 -5.422139 3.575581 -0.38 -0.39 0.13 -0.36
O -2.644358 -4.176008 2.899961 0.29 -0.10 -0.44 -0.32
S -2.829204 -4.450360 1.318695 0.26 -0.33 0.34 0.95
O -4.218699 -4.449101 1.022633 0.09 0.04 -0.17 -0.61
O -1.896920 -3.653059 0.617264 -0.23 0.18 -0.06 -0.18
O -2.314205 -5.979874 1.309440 -0.50 0.34 0.22 -0.33
H -0.678512 -6.073480 2.544732 -0.03 -0.01 0.03 0.20
H -1.878094 -7.365230 2.794048 -0.13 0.04 -0.22 0.33
H -1.906968 -5.284158 4.496278 0.02 0.25 -0.12 0.32
H -3.460756 -5.820873 3.811926 0.05 -0.05 0.03 0.29
C -4.858178 7.648039 -0.242497 -0.14 0.31 0.53 -0.25
C -5.506863 6.325685 0.109775 0.62 -0.33 0.10 -0.13
O -6.536949 6.154041 -0.871525 -0.07 0.61 -0.38 -0.32
S -6.063613 6.825300 -2.260058 0.33 -0.06 0.69 1.08
O -5.534735 5.808932 -3.095020 -0.14 0.20 -0.24 -0.50
O -7.079690 7.717793 -2.693527 -0.05 -0.19 -0.15 -0.56
O -4.833049 7.686881 -1.672321 -0.31 -0.55 -0.18 -0.32
H -5.459306 8.490730 0.109421 0.00 -0.04 0.02 0.30
H -3.849737 7.729333 0.159754 0.04 -0.07 -0.25 0.24
H -5.925754 6.320936 1.113724 -0.20 -0.02 -0.15 0.30
H -4.799798 5.498642 0.008862 0.03 0.06 0.08 0.17
C 5.048461 0.336538 4.634316 -0.26 0.26 0.19 -0.37
C 4.401702 -0.991391 4.986984 0.37 -0.27 -0.04 -0.36
O 3.405607 -1.194572 3.988904 0.10 0.35 0.07 -0.32
S 3.907075 -0.533371 2.589624 -0.28 0.50 -0.02 1.10
O 4.480506 -1.559112 1.796401 0.08 0.07 0.10 -0.50
O 2.899203 0.330615 2.116026 1.63 0.59 4.22 -0.42
O 5.117831 0.355391 3.211311 0.13 -0.57 0.15 -0.35
H 4.427614 1.176893 4.957388 0.00 -0.04 0.07 0.27
H 6.044679 0.436325 5.063572 0.04 -0.01 -0.21 0.31
H 3.953232 -0.985861 5.979149 -0.19 0.00 -0.14 0.31
H 5.123023 -1.811182 4.918411 0.05 0.06 0.08 0.28
C -4.644831 1.065781 3.258712 -0.47 0.00 -0.33 -0.39
C -3.780933 1.204904 2.022534 0.21 -0.51 0.33 -0.13
O -3.510024 2.608938 1.921459 -0.44 0.38 0.57 -0.11
S -3.438743 3.242027 3.399409 -0.07 -0.69 -0.48 1.06
O -2.077511 3.328046 3.789535 -0.14 0.28 0.21 -0.53
O -4.320453 4.354984 3.453425 0.20 0.11 0.00 -0.57
O -4.112259 2.008227 4.194978 0.43 0.27 -0.22 -0.36
H -5.681977 1.342112 3.051054 0.02 -0.04 -0.01 0.32
H -4.615006 0.058974 3.671453 0.14 0.14 0.17 0.31
H -4.275736 0.844685 1.127076 0.01 0.28 0.00 0.35
H -2.831058 0.684749 2.145743 -0.08 -0.02 -0.01 0.07
C -3.242389 -2.101279 -4.838035 -0.47 -0.05 -0.24 -0.37
C -2.382531 -1.946257 -6.077215 0.38 -0.42 0.13 -0.40
O -2.091518 -0.549970 -6.147435 -0.46 0.20 0.36 -0.35
S -2.000052 0.048782 -4.648922 -0.16 -0.51 -0.31 1.20
O -0.635559 0.097876 -4.273798 -0.09 0.15 -0.03 -0.44
O -2.862248 1.171012 -4.561995 0.21 0.10 -0.03 -0.60
O -2.690229 -1.193008 -3.885728 0.41 0.15 -0.40 -0.23
H -4.276160 -1.804288 -5.033516 0.02 -0.04 -0.03 0.27
H -3.225874 -3.117586 -4.447881 0.13 0.14 0.19 0.34
H -2.890142 -2.278800 -6.980566 0.01 0.27 -0.04 0.32
H -1.436593 -2.484721 -5.973118 -0.06 -0.05 0.00 0.29
```
Forces are in eV/Å.

---

Record 2
ORCA calculation (ωB97M-V/def2-TZVPD) on a cluster of 7 separate species, C20H36FNO14S in total.

The calculation puts the orbital gap at 9.54 eV.

XYZ file:
```
73
Properties=species:S:1:pos:R:3:forces:R:3:mulliken_charge:R:1
N 0.351301 -2.537452 -2.239890 2.65 7.44 0.62 -0.13
H -0.609699 -2.358452 -1.985890 0.01 1.89 2.01 -0.20
H 0.757301 -1.653452 -2.925890 -1.58 -2.45 2.64 0.41
H 0.059301 -3.188452 -2.792890 -0.25 -6.36 -4.84 0.46
H 1.017301 -2.748452 -1.479890 -0.97 0.19 -0.27 0.32
F -0.085699 -0.815452 -0.263890 -0.06 -0.29 -0.08 -0.65
C 0.908301 0.815548 3.831110 2.34 5.77 -3.27 -1.63
C 0.346301 0.984548 2.384110 -0.01 -4.43 1.76 0.80
C -1.205699 1.030548 2.291110 3.46 0.81 1.47 0.19
O -1.328699 2.445548 2.275110 -2.18 0.94 -0.33 -0.38
C -0.228699 3.033548 1.795110 -0.78 6.40 1.18 0.64
O -0.116699 4.316548 1.658110 -0.42 -6.44 -0.06 -0.67
O 0.700301 2.132548 1.736110 3.09 1.04 -1.46 -0.32
H 2.039301 0.734548 3.818110 -1.19 0.66 -0.10 0.30
H 0.636301 -0.038452 4.222110 -2.15 -4.22 2.19 0.41
H 0.555301 1.743548 4.302110 0.42 -0.58 0.92 0.43
H 0.756301 0.085548 1.897110 -0.43 0.65 -0.85 -0.07
H -1.616699 0.598548 3.188110 -0.72 0.00 -0.06 0.45
H -1.359699 0.579548 1.366110 -1.38 -0.78 -1.64 -0.16
C -4.594699 0.369548 -0.324890 1.20 -0.55 -3.49 -1.70
C -3.535699 -0.563452 -0.970890 -0.07 -0.44 1.81 2.21
C -3.217699 -1.684452 0.018110 1.78 0.57 2.98 -0.16
O -3.536699 -2.816452 -0.645890 -0.08 -4.05 -1.96 -0.38
C -3.942699 -2.622452 -1.910890 -0.80 0.77 -0.20 0.55
O -4.243699 -3.408452 -2.762890 0.64 0.09 1.05 -0.56
O -4.064699 -1.285452 -2.081890 0.52 0.77 -0.69 -0.45
H -4.863699 1.075548 -1.062890 0.33 1.61 -0.82 0.49
H -4.043699 0.780548 0.427110 0.78 1.64 2.47 0.43
H -5.585699 0.083548 -0.104890 -0.65 -1.77 0.94 0.35
H -2.464699 -0.162452 -1.128890 -2.02 0.32 -0.51 -0.90
H -3.745699 -1.790452 0.989110 -0.32 0.95 -0.55 0.33
H -2.123699 -1.699452 0.355110 -1.07 0.13 -0.94 -0.15
C 0.244301 -3.554452 4.375110 -0.07 2.63 -1.27 -1.53
C -0.538699 -3.251452 3.044110 3.35 -6.18 0.22 0.39
C 0.289301 -3.765452 1.822110 -2.35 2.46 0.50 -0.28
O -0.625699 -4.534452 1.113110 -0.32 -0.20 -1.36 -0.36
C -1.702699 -4.782452 1.861110 -0.65 -1.13 -1.37 0.67
O -2.480699 -5.613452 1.521110 -0.69 0.01 0.60 -0.57
O -1.755699 -3.985452 2.914110 -0.25 -0.31 1.19 -0.40
H 0.273301 -4.597452 4.512110 -0.78 -1.33 0.81 0.50
H -0.377699 -2.881452 5.047110 1.55 -1.45 0.37 0.35
H 1.399301 -3.353452 4.312110 -2.31 0.58 0.02 0.28
H -0.843699 -2.343452 3.033110 -1.37 6.35 -0.40 0.26
H 0.881301 -4.505452 2.248110 2.72 -0.40 0.21 0.61
H 0.512301 -2.873452 1.205110 1.17 -0.74 0.28 0.04
C 3.409301 0.180548 -0.376890 -4.21 -5.41 -1.57 -0.85
C 4.551301 0.823548 -0.883890 2.01 4.71 0.81 0.53
C 4.440301 2.399548 -1.142890 2.35 -1.97 -1.33 -0.61
O 5.436301 3.025548 -0.359890 1.47 -1.33 1.17 -0.43
C 6.015301 2.052548 0.539110 -1.90 2.48 -1.55 0.61
O 6.722301 2.327548 1.448110 0.20 -0.21 -0.38 -0.51
O 5.481301 0.894548 0.239110 0.86 -2.33 -0.13 -0.43
H 2.962301 0.549548 0.504110 -0.11 0.56 1.11 0.24
H 3.485301 -1.027452 -0.306890 0.46 2.69 0.36 0.22
H 2.570301 0.153548 -1.134890 0.72 0.61 0.50 0.05
H 4.949301 0.408548 -1.779890 0.81 -0.74 -0.26 0.36
H 3.581301 2.881548 -0.984890 -3.93 1.14 1.66 0.41
H 4.499301 2.622548 -2.201890 1.11 -0.16 -0.42 0.38
C -0.948699 4.008548 -3.349890 6.18 -5.09 2.18 -1.07
C -0.856699 3.399548 -1.901890 -3.06 -3.45 -2.43 -0.84
C -0.236699 1.914548 -1.847890 -0.15 -0.74 0.90 0.81
S 0.647301 1.824548 -3.351890 3.66 0.14 2.04 1.01
O 0.680301 0.444548 -3.839890 -0.13 0.45 -0.17 -0.77
O 1.920301 2.524548 -3.124890 -0.82 -0.81 -0.67 -0.65
C -0.376699 2.858548 -4.262890 3.45 5.40 -0.17 -0.92
H -0.334699 4.821548 -3.435890 2.01 1.98 -0.10 0.37
H -1.783699 4.322548 -3.709890 -5.91 1.33 -1.53 0.57
H -1.914699 3.299548 -1.640890 0.38 0.07 0.91 0.25
H -0.273699 3.753548 -1.184890 1.95 3.36 2.78 0.72
H -0.996699 1.194548 -2.116890 -0.57 -0.39 0.65 -0.42
H 0.375301 1.439548 -0.831890 -1.73 1.62 -3.15 -0.28
H -1.009699 2.249548 -4.635890 -5.27 -4.03 -2.30 0.64
H 0.117301 3.257548 -5.202890 0.07 -0.44 1.34 0.43
```
Forces are in eV/Å.

---

no.,LUMO level (hartree)
1,0.0610
2,-0.0283